(1)
16
Properties=species:S:1:pos:R:3:forces:R:3 method="wB97M-V/def2-TZVPD" orbital_gap_ev=9.6 energy_ev=-7854.7374
C -0.68486 -0.96483 1.53592 -0.550 -0.226 -0.236
N 0.06717 0.21555 1.11398 0.046 -0.113 0.052
C 1.20944 -0.06626 0.27362 0.372 -0.184 0.106
C 0.71982 -0.22753 -1.17293 0.109 -0.116 -0.275
C -0.76565 0.11711 -1.18437 -0.130 -0.120 -0.076
C -0.43805 1.05578 -0.00574 -0.300 0.299 0.018
C 1.01878 1.13077 -0.56856 0.229 0.335 -0.048
H -0.10690 -1.86470 1.31042 -0.015 -0.022 -0.023
H -1.66342 -1.09097 0.99975 0.710 0.260 0.625
H -0.82473 -0.94721 2.61924 -0.294 0.037 -0.132
H 2.12704 -0.51348 0.64257 -0.147 0.007 -0.075
H 1.30147 -0.77362 -1.90908 -0.120 0.184 0.069
H -1.54679 -0.64394 -1.06423 0.190 0.057 -0.071
H -0.95400 0.74100 -2.06138 -0.215 -0.171 0.034
H -1.09164 1.88510 0.27284 0.129 -0.151 -0.117
H 1.65609 1.93771 -0.89935 -0.014 -0.075 0.150



(2)
10
Properties=species:S:1:pos:R:3:forces:R:3 method="wB97M-V/def2-TZVPD" orbital_gap_ev=10.4 energy_ev=-16059.1417
O -1.10219 1.41238 0.77114 -0.980 0.726 0.503
C -0.02570 0.64517 0.44470 -0.412 2.418 0.721
F 0.92276 1.54127 -0.03037 0.383 -0.645 0.157
F 0.48768 0.06971 1.56156 0.382 -0.027 -0.287
C -0.34176 -0.36462 -0.61093 4.624 -4.779 2.608
F -1.22361 0.01786 -1.46532 -0.788 -0.243 -1.345
C 0.48413 -1.57670 -0.53178 -3.451 5.439 -1.503
F 0.47139 -2.41171 -1.55957 0.051 -0.520 0.228
H -0.95433 2.30516 1.21793 0.529 -2.033 -0.952
H 1.28163 -1.63853 0.20264 -0.337 -0.336 -0.130



(3)
16
Properties=species:S:1:pos:R:3:forces:R:3 method="wB97M-V/def2-TZVPD" orbital_gap_ev=8.3 energy_ev=-42692.8318 charge=+1
C 2.47972 -0.21862 0.46789 0.839 -0.577 -0.280
C 1.96707 0.62638 -0.50708 -0.643 0.843 -1.000
C 1.60990 -1.09341 1.15880 1.828 1.395 0.531
C 0.55986 0.73529 -0.70862 -1.673 0.411 -2.001
C 0.25338 -0.96468 1.01113 -1.435 -0.498 1.239
C -0.20291 -0.09439 0.05753 -2.003 0.268 0.588
O -2.72793 0.96732 -1.53605 -2.155 -1.026 3.512
P -2.57775 0.14632 -0.13532 3.173 0.604 -2.287
Cl -3.32328 -1.71669 -0.28056 0.079 1.110 0.126
Cl -3.67705 1.30896 1.02634 0.284 -0.680 -0.088
H 3.60144 -0.23614 0.66354 -1.747 -0.037 -0.308
H 2.59246 1.23440 -1.18897 -0.236 -0.444 0.758
H 2.04408 -1.63863 1.99908 -0.403 -0.237 -0.392
H -0.05853 1.29692 -1.55876 2.277 -0.751 1.906
H -0.38500 -1.41342 1.79032 0.159 -0.019 -0.835
H -2.15546 1.06041 -2.25925 1.654 -0.361 -1.469



(4)
19
Properties=species:S:1:pos:R:3:forces:R:3 method="wB97M-V/def2-TZVPD" orbital_gap_ev=9.2 energy_ev=-18155.1375
C -1.89042 -0.35288 2.61173 -1.574 -4.404 2.395
C -1.52836 -0.52873 1.14704 2.846 -1.048 0.616
S 0.13922 0.32219 0.97459 0.325 0.514 0.003
C 1.40257 -0.51600 -0.32064 -2.364 1.162 0.983
N 1.37231 0.03226 -1.60171 0.576 -0.770 -0.952
C 1.75159 1.41109 -1.64506 -2.324 0.585 -3.169
N 0.15193 -0.23823 -2.40475 4.691 -4.119 0.729
H -3.01078 -0.60349 2.79779 1.616 0.735 -0.570
H -1.41458 -1.05830 3.48236 -0.477 1.480 -2.593
H -1.69134 0.61945 2.92259 0.159 1.808 0.461
H -2.24849 -0.00172 0.61597 -1.117 0.874 -1.381
H -1.35808 -1.53078 0.70102 -0.619 0.327 0.747
H 2.32768 -0.48753 0.21804 0.575 0.401 -0.066
H 0.99014 -1.47063 -0.23673 -0.248 -1.870 -0.473
H 0.82775 1.94752 -1.30145 0.975 0.499 -0.345
H 2.56833 1.64020 -1.06037 1.613 0.199 1.692
H 2.07855 1.70570 -2.71134 -0.938 -0.398 1.494
H -0.50874 0.37852 -2.09931 -2.829 1.599 1.503
H 0.04071 -1.26865 -2.08977 -0.887 2.425 -1.075